Entry 1:
# C27H30N6O4

A single C27H30N6O4 molecule in a non-equilibrium geometry (ωB97M-V/def2-TZVPD, OMol25).

Results
Relative energy (zero: lowest compared OMol25 entry of this formula, charge and spin) (kcal per mole): 48.05
Highest occupied orbital energy (eV): -8.141
Gap between HOMO and LUMO (Ha): 0.2872
E (eV): -45615.5141
Largest force on an atom (hartree/bohr): 0.0252
LUMO level (hartree): -0.012

```
! RIJCOSX wB97M-V def2-TZVPD def2/J DEFGRID3
* xyz 0 1
C 4.537 -0.575 4.501
C 5.086 -0.381 3.121
C 6.284 0.298 2.934
C 6.841 0.457 1.672
C 8.128 1.201 1.489
C 6.170 -0.072 0.579
C 4.960 -0.736 0.739
C 4.306 -1.285 -0.479
O 4.947 -1.647 -1.455
N 2.959 -1.344 -0.440
C 2.174 -1.837 -1.563
C 2.209 -3.384 -1.627
C 2.639 -3.897 -3.000
N 3.857 -3.468 -3.368
O 1.943 -4.626 -3.673
C 0.766 -1.321 -1.456
C -0.030 -1.636 -0.348
C -1.307 -1.153 -0.222
C -1.892 -0.326 -1.205
N -3.092 0.265 -0.979
C -4.015 -0.267 0.005
C -5.422 0.232 -0.307
N -5.469 1.670 -0.172
C -6.378 2.254 0.659
C -6.344 3.625 0.969
C -7.329 4.141 1.782
C -8.320 3.303 2.281
C -8.261 1.967 1.930
N -7.328 1.452 1.149
C -4.293 2.369 -0.634
C -3.501 1.499 -1.608
C -1.118 -0.112 -2.369
N -1.659 0.435 -3.571
O -2.831 0.209 -3.822
O -0.909 1.047 -4.309
C 0.199 -0.566 -2.457
C 4.426 -0.895 2.014
H 3.477 -0.813 4.473
H 4.681 0.320 5.103
H 5.056 -1.397 4.995
H 6.798 0.702 3.795
H 7.923 2.255 1.302
H 8.748 1.131 2.380
H 8.681 0.810 0.639
H 6.578 0.024 -0.416
H 2.463 -1.002 0.366
H 2.636 -1.435 -2.472
H 1.229 -3.804 -1.402
H 2.927 -3.758 -0.894
H 4.227 -3.755 -4.259
H 4.407 -2.855 -2.773
H 0.372 -2.265 0.433
H -1.867 -1.394 0.667
H -3.999 -1.358 -0.039
H -3.739 0.052 1.020
H -6.149 -0.186 0.390
H -5.699 -0.064 -1.325
H -5.568 4.266 0.584
H -7.325 5.192 2.033
H -9.103 3.677 2.919
H -8.995 1.258 2.290
H -3.647 2.652 0.212
H -4.585 3.284 -1.160
H -4.102 1.306 -2.507
H -2.611 2.056 -1.917
H 0.745 -0.345 -3.362
H 3.511 -1.451 2.163
*
```

=====

Entry 2:
# C27H31BF7NO22Si

8 unconnected molecules or ions with the total composition C27H31BF7NO22Si (ωB97M-V/def2-TZVPD, OMol25).

Results
Highest occupied orbital energy (eV): -9.088
Gap between HOMO and LUMO (Ha): 0.3448
E (eV): -102615.5393
Largest force on an atom (hartree/bohr): 0.0187
LUMO level (hartree): 0.011

```
! RIJCOSX wB97M-V def2-TZVPD def2/J DEFGRID3
* xyz 0 1
N 0.161 8.716 2.660
B -0.246 7.632 1.743
O -0.254 7.852 0.387
Si -0.736 5.832 2.543
C 0.596 5.445 3.829
C 1.693 4.658 3.492
C 2.687 4.421 4.437
C 2.571 4.974 5.700
C 1.476 5.745 6.052
C 0.484 5.986 5.107
H 1.096 8.467 2.984
H -0.395 8.627 3.508
H -0.740 8.646 0.142
H -2.029 5.921 3.259
H -0.834 4.750 1.531
H 1.774 4.234 2.504
H 3.540 3.827 4.150
H 3.345 4.808 6.433
H 1.369 6.179 7.032
H -0.366 6.598 5.373
O -2.838 3.058 3.926
C -3.438 2.903 2.919
O -3.876 3.921 2.141
C -4.358 3.369 0.916
C -4.699 1.951 1.322
F -4.501 1.060 0.323
O -3.760 1.703 2.358
H -3.563 3.388 0.172
H -5.219 3.921 0.548
H -5.711 1.824 1.712
O -4.745 0.257 -3.440
C -3.957 -0.473 -2.937
O -2.927 -0.079 -2.170
C -2.291 -1.246 -1.639
C -2.704 -2.301 -2.639
F -2.853 -3.519 -2.059
O -3.969 -1.833 -3.073
H -2.684 -1.456 -0.644
H -1.216 -1.105 -1.577
H -2.039 -2.394 -3.499
O -0.942 -3.975 0.649
C -1.785 -4.808 0.690
O -3.112 -4.567 0.678
C -3.788 -5.828 0.593
C -2.748 -6.780 1.141
F -2.814 -8.000 0.561
O -1.537 -6.145 0.763
H -4.022 -6.045 -0.450
H -4.706 -5.813 1.174
H -2.769 -6.899 2.225
O -1.347 2.347 -0.915
C -1.095 3.453 -1.251
O 0.142 3.943 -1.477
C 0.007 5.275 -1.990
C -1.361 5.668 -1.480
F -2.004 6.504 -2.331
O -2.039 4.419 -1.451
H 0.035 5.252 -3.080
H 0.803 5.913 -1.617
H -1.361 6.106 -0.480
O 5.263 -6.255 0.048
C 4.187 -6.049 0.502
O 3.023 -6.429 -0.069
C 1.961 -6.131 0.847
C 2.577 -5.045 1.696
F 2.133 -5.082 2.976
O 3.954 -5.389 1.670
H 1.729 -7.019 1.436
H 1.069 -5.803 0.321
H 2.449 -4.036 1.305
O -0.430 1.856 -5.870
C -1.431 1.414 -6.320
O -2.197 0.467 -5.725
C -3.388 0.308 -6.509
C -2.942 0.808 -7.863
F -3.949 1.405 -8.545
O -1.970 1.778 -7.519
H -4.184 0.923 -6.090
H -3.710 -0.730 -6.520
H -2.485 0.050 -8.501
O 11.506 -7.449 -1.029
C 10.433 -7.561 -0.546
O 9.602 -6.534 -0.250
C 8.348 -7.080 0.183
C 8.759 -8.459 0.647
F 7.785 -9.381 0.445
O 9.858 -8.750 -0.197
H 7.658 -7.127 -0.657
H 7.910 -6.473 0.968
H 9.083 -8.510 1.688
*
```

=====

Entry 3:
# C27H31BGe2N8Ni

A molecular structure, C27H31BGe2N8Ni in a non-equilibrium geometry (ωB97M-V/def2-TZVPD, OMol25).

Results
Relative energy (zero: lowest compared OMol25 entry of this formula, charge and spin) (kcal per mole): 14.34
Highest occupied orbital energy (spin up / spin down) (eV): -13.691 / -13.690
Gap between HOMO and LUMO (spin up / spin down) (Ha): 0.2332 / 0.2318
E (eV): -195160.0396
Largest force on an atom (hartree/bohr): 0.0390
LUMO level (spin up / spin down) (hartree): -0.270 / -0.271

```
! RIJCOSX wB97M-V def2-TZVPD def2/J DEFGRID3
* xyz 2 3
Ni 0.268 0.836 -0.650
C -2.377 -2.399 -2.043
C -1.712 -1.850 -0.945
N -0.918 -0.819 -1.301
N -1.064 -0.729 -2.651
C -1.959 -1.612 -3.111
B -0.238 0.248 -3.488
N 1.282 0.142 -3.050
C 2.304 0.132 -3.911
C 3.488 0.138 -3.229
C 3.117 0.165 -1.894
N 1.782 0.203 -1.763
N -0.692 1.629 -3.170
C -1.452 2.458 -3.862
C -1.771 3.528 -3.061
C -1.199 3.271 -1.844
N -0.536 2.082 -1.897
N -0.337 -0.088 -4.906
C -0.004 -1.319 -5.350
C 0.188 -1.274 -6.688
C -0.002 0.066 -7.037
N -0.331 0.779 -5.946
H -2.988 -3.236 -1.906
H -1.642 -2.210 0.086
H -2.205 -1.626 -4.197
H 2.057 0.098 -4.961
H 4.455 0.051 -3.679
H 3.747 0.303 -0.975
H -1.739 2.207 -4.830
H -2.357 4.387 -3.301
H -1.204 3.843 -0.901
H 0.007 -2.179 -4.659
H 0.537 -2.129 -7.222
H -0.060 0.518 -8.028
C 2.332 1.321 1.894
Ge 2.585 0.608 3.651
C 3.696 -0.943 3.569
C 2.842 1.882 5.080
Ge 0.278 -0.267 3.633
C -0.938 1.030 2.954
C -1.804 0.736 1.853
C -2.702 1.687 1.439
C -2.790 2.914 2.090
C -1.902 3.260 3.070
C -0.975 2.305 3.533
C -0.363 -2.024 3.694
C -1.788 -2.128 3.609
C -2.459 -3.309 3.498
C -1.745 -4.510 3.567
C -0.360 -4.465 3.695
C 0.320 -3.265 3.761
H 3.216 1.706 1.438
H 1.494 2.054 1.851
H 2.046 0.373 1.335
H 4.743 -0.575 3.517
H 3.453 -1.541 2.707
H 3.654 -1.474 4.533
H 3.433 2.675 4.642
H 3.304 1.431 5.919
H 1.930 2.275 5.433
H -1.950 -0.282 1.484
H -3.521 1.458 0.780
H -3.621 3.522 1.759
H -1.957 4.153 3.657
H -0.301 2.604 4.337
H -2.423 -1.241 3.698
H -3.521 -3.405 3.454
H -2.250 -5.481 3.602
H 0.197 -5.368 3.719
H 1.401 -3.327 3.915
*
```

=====

Entry 4:
# C27H31BN10O5Zr

A molecular structure, C27H31BN10O5Zr in a non-equilibrium geometry (ωB97M-V/def2-TZVPD, OMol25).

Results
Relative energy (zero: lowest compared OMol25 entry of this formula, charge and spin) (kcal per mole): 26.00
Highest occupied orbital energy (spin up / spin down) (eV): -11.593 / -11.593
Gap between HOMO and LUMO (spin up / spin down) (Ha): 0.3182 / 0.1671
E (eV): -55599.0032
Largest force on an atom (hartree/bohr): 0.0437
LUMO level (spin up / spin down) (hartree): -0.108 / -0.259

```
! RIJCOSX wB97M-V def2-TZVPD def2/J DEFGRID3
* xyz 1 2
Zr 0.376 -0.205 -0.384
C 2.181 -2.491 2.334
C 1.727 -2.916 0.977
C 2.167 -4.010 0.223
C 1.380 -4.017 -0.907
N 0.516 -2.995 -0.826
N 0.726 -2.306 0.329
B -0.630 -2.645 -1.823
N -1.823 -2.111 -1.002
C -3.113 -2.478 -0.988
C -3.741 -1.820 0.047
C -2.749 -1.025 0.638
C -2.851 -0.160 1.853
N -1.603 -1.193 -0.026
N -0.197 -1.475 -2.755
C 0.375 -1.488 -3.967
C 0.339 -0.205 -4.479
C -0.269 0.571 -3.493
C -0.657 2.013 -3.569
N -0.581 -0.198 -2.436
N -0.988 -3.911 -2.566
C -1.552 -5.014 -1.993
C -1.368 -6.066 -2.844
C -0.641 -5.530 -3.937
C -0.138 -6.252 -5.139
N -0.409 -4.244 -3.743
H 2.163 -3.346 3.010
H 3.204 -2.115 2.306
H 1.525 -1.723 2.731
H 2.949 -4.704 0.476
H 1.381 -4.689 -1.751
H -3.509 -3.175 -1.706
H -4.772 -1.896 0.345
H -3.271 -0.740 2.674
H -1.870 0.195 2.166
H -3.526 0.683 1.686
H 0.726 -2.407 -4.402
H 0.700 0.118 -5.440
H -0.504 2.381 -4.580
H -1.713 2.131 -3.323
H -0.067 2.634 -2.891
H -2.029 -4.968 -1.027
H -1.713 -7.079 -2.726
H -0.824 -7.048 -5.422
H -0.013 -5.566 -5.974
H 0.830 -6.708 -4.924
N -1.029 1.725 -0.102
C -0.141 2.868 0.228
C 1.297 2.573 -0.204
O 2.249 3.152 0.266
N 1.331 1.632 -1.216
C 2.553 1.465 -1.910
C 2.924 -0.079 -1.962
O 3.894 -0.388 -2.589
O 2.100 -0.820 -1.311
H -1.510 1.894 -0.978
H -1.730 1.639 0.624
H -0.142 3.058 1.297
H -0.442 3.793 -0.269
H 3.377 2.027 -1.467
H 2.451 1.743 -2.966
O 0.214 1.636 3.111
C 1.036 1.052 2.442
O 0.669 0.220 1.466
C 2.511 1.228 2.649
C 3.447 0.596 1.827
C 4.797 0.840 1.997
C 5.220 1.705 2.997
C 4.294 2.314 3.832
C 2.940 2.080 3.659
H 3.114 -0.100 1.073
H 5.521 0.361 1.349
H 6.275 1.901 3.131
H 4.631 2.983 4.613
H 2.202 2.562 4.285
*
```

=====

Entry 5:
# C27H31Br57N2O4S2

A molecular structure, C27H31Br57N2O4S2 in a non-equilibrium geometry (ωB97M-V/def2-TZVPD, OMol25).

Results
Relative energy (zero: lowest compared OMol25 entry of this formula, charge and spin) (kcal per mole): 0.00
Highest occupied orbital energy (eV): -9.687
Gap between HOMO and LUMO (Ha): 0.3356
E (eV): -4053756.4381
Largest force on an atom (hartree/bohr): 0.0483
LUMO level (hartree): -0.020

```
! RIJCOSX wB97M-V def2-TZVPD def2/J DEFGRID3
* xyz 0 1
O -0.944 1.239 6.801
S -0.620 1.005 5.434
O -0.275 -0.353 5.157
C -2.077 1.392 4.473
C -1.723 1.854 3.040
C -0.680 2.943 3.167
C 0.644 2.435 3.704
C 1.308 1.401 2.797
C 2.131 2.127 1.722
S 3.270 0.948 0.939
C 2.629 0.722 -0.660
N 2.333 -0.442 -1.086
N 1.898 -0.286 -2.400
C 1.958 0.963 -2.633
O 2.412 1.683 -1.611
O 0.556 2.018 5.085
H -2.738 0.540 4.420
H -2.562 2.233 4.957
H -1.364 0.974 2.510
H -2.601 2.207 2.509
H -1.056 3.628 3.930
H -0.552 3.542 2.271
H 1.303 3.299 3.695
H 0.591 0.775 2.272
H 1.948 0.729 3.358
H 2.760 2.856 2.227
H 1.509 2.660 1.011
H 1.681 1.366 -3.582
C 1.800 -3.262 -4.203
Br -0.026 -3.466 -4.783
Br 2.163 -4.315 -2.635
Br 3.052 -3.639 -5.622
H 1.936 -2.227 -3.919
C -1.464 -0.699 9.980
Br -2.296 -2.403 10.320
Br -2.639 0.764 10.402
Br 0.228 -0.528 10.887
H -1.264 -0.647 8.918
C 1.887 -0.061 -7.743
Br 3.736 -0.021 -8.275
Br 0.913 -1.450 -8.647
Br 1.710 -0.212 -5.832
H 1.449 0.886 -8.032
C 1.275 4.330 -7.058
Br -0.543 4.201 -7.679
Br 1.540 3.256 -5.484
Br 2.536 3.905 -8.445
H 1.444 5.362 -6.781
C -3.181 0.135 -10.362
Br -3.461 -1.638 -9.665
Br -2.083 1.190 -9.185
Br -2.466 0.094 -12.148
H -4.147 0.615 -10.415
C -0.371 -6.875 -0.639
Br -1.314 -8.518 -0.288
Br -1.250 -5.359 0.160
Br 1.470 -6.979 -0.100
H -0.382 -6.722 -1.709
C -2.170 4.394 -4.098
Br -0.969 3.873 -2.686
Br -3.352 2.960 -4.589
Br -3.134 6.000 -3.651
H -1.563 4.616 -4.965
C 0.837 -4.240 12.003
Br 2.731 -3.993 11.768
Br 0.202 -5.783 11.040
Br 0.336 -4.317 13.860
H 0.350 -3.374 11.576
C 2.197 2.028 13.675
Br 2.398 0.107 13.700
Br 3.904 2.914 13.751
Br 1.149 2.632 12.179
H 1.658 2.299 14.571
C -0.918 8.418 -9.418
Br -1.671 8.513 -7.644
Br 0.414 7.044 -9.555
Br -2.266 8.194 -10.769
H -0.427 9.361 -9.607
C -4.622 -3.723 0.604
Br -5.410 -3.428 -1.126
Br -3.993 -2.080 1.391
Br -5.817 -4.665 1.781
H -3.759 -4.356 0.457
C 3.768 -5.389 16.184
Br 2.547 -5.939 17.567
Br 3.828 -6.664 14.742
Br 3.362 -3.620 15.547
H 4.754 -5.354 16.623
C 3.935 8.360 -7.495
Br 2.144 8.203 -6.803
Br 5.184 7.285 -6.503
Br 3.958 7.955 -9.375
H 4.236 9.391 -7.383
C -1.907 7.138 -14.766
Br -1.704 5.607 -13.620
Br -0.447 8.375 -14.544
Br -2.134 6.625 -16.608
H -2.809 7.649 -14.463
C -2.777 -9.600 3.045
Br -1.477 -10.109 4.370
Br -4.054 -11.001 2.724
Br -3.629 -7.931 3.476
H -2.242 -9.444 2.121
C -2.408 5.957 0.624
Br -0.498 6.124 0.431
Br -3.072 4.390 -0.274
Br -2.938 5.992 2.476
H -2.855 6.816 0.146
C -1.985 -12.535 -0.969
Br -2.110 -14.146 -2.016
Br -3.581 -11.466 -1.125
Br -1.551 -12.910 0.870
H -1.170 -11.954 -1.375
C 3.360 7.466 -13.522
Br 2.256 5.957 -13.062
Br 2.690 9.086 -12.727
Br 5.205 7.168 -13.063
H 3.309 7.588 -14.594
C 0.553 -9.604 10.918
Br -1.290 -10.042 11.260
Br 1.717 -10.311 12.278
Br 1.100 -10.152 9.156
H 0.636 -8.528 10.958
*
```

=====

Entry 6:
# C27H31BrN9OPt

A molecular structure, C27H31BrN9OPt in a non-equilibrium geometry (ωB97M-V/def2-TZVPD, OMol25).

Results
Relative energy (zero: lowest compared OMol25 entry of this formula, charge and spin) (kcal per mole): 44.61
Highest occupied orbital energy (spin up / spin down) (eV): -15.474 / -15.437
Gap between HOMO and LUMO (spin up / spin down) (Ha): 0.1803 / 0.1790
E (eV): -117220.7707
Largest force on an atom (hartree/bohr): 0.0417
LUMO level (spin up / spin down) (hartree): -0.388 / -0.388

```
! RIJCOSX wB97M-V def2-TZVPD def2/J DEFGRID3
* xyz 3 1
Pt -0.962 -0.863 -0.455
Br 1.011 3.884 11.029
C -0.013 3.187 9.676
C 0.542 2.169 8.855
C -0.196 1.650 7.845
C -1.544 2.118 7.643
C -2.093 3.131 8.502
C -1.326 3.672 9.481
N -2.340 1.582 6.756
N -2.397 0.893 5.770
C -2.051 0.926 4.525
C -1.532 2.129 3.901
C -1.211 2.163 2.599
C -1.310 0.969 1.789
O -0.944 0.945 0.601
C -1.881 -0.238 2.388
N -2.008 -1.279 1.552
C -2.546 -2.401 2.000
C -3.013 -2.516 3.315
C -2.890 -1.448 4.173
C -2.291 -0.270 3.709
H 1.549 1.818 9.033
H 0.211 0.870 7.213
H -3.114 3.457 8.347
H -1.714 4.455 10.118
H -1.424 3.024 4.502
H -0.858 3.076 2.138
H -2.630 -3.225 1.304
H -3.468 -3.441 3.642
H -3.258 -1.511 5.189
N -0.371 -2.382 -1.590
C 0.108 -3.251 -2.190
N 0.595 -4.205 -2.900
C -0.261 -5.302 -3.420
C 0.026 -6.573 -2.629
C 1.519 -6.911 -2.696
C 2.371 -5.740 -2.199
C 2.051 -4.479 -2.992
H 0.007 -5.444 -4.467
H -1.308 -5.010 -3.360
H -0.577 -7.380 -3.046
H -0.280 -6.429 -1.589
H 1.792 -7.156 -3.726
H 1.725 -7.797 -2.097
H 3.432 -5.958 -2.322
H 2.191 -5.558 -1.136
H 2.275 -4.642 -4.047
H 2.615 -3.615 -2.647
C -1.446 0.568 -3.226
N -2.220 0.150 -1.998
C -3.313 -0.785 -2.438
N -4.170 -0.133 -3.391
C -3.387 0.267 -4.570
N -2.327 1.200 -4.168
C -2.937 2.390 -3.569
N -3.720 2.003 -2.385
C -2.860 1.383 -1.418
C -4.772 1.060 -2.787
H -1.001 -0.319 -3.676
H -0.660 1.261 -2.924
H -3.890 -1.090 -1.563
H -2.854 -1.661 -2.896
H -4.043 0.754 -5.287
H -2.946 -0.615 -5.035
H -3.594 2.866 -4.294
H -2.157 3.095 -3.279
H -3.443 1.092 -0.540
H -2.074 2.074 -1.121
H -5.429 1.538 -3.510
H -5.355 0.769 -1.912
*
```